# 1
{
  "formula": "C41H101F6N5O8P",
  "method": "ωB97M-V/def2-TZVPD",
  "elements": ["C", "C", "N", "C", "C", "C", "C", "C", "O", "C", "H", "H", "H", "H", "H", "H", "H", "H", "H", "H", "H", "H", "H", "H", "H", "H", "H", "H", "H", "H", "C", "C", "N", "C", "C", "C", "C", "C", "O", "C", "H", "H", "H", "H", "H", "H", "H", "H", "H", "H", "H", "H", "H", "H", "H", "H", "H", "H", "H", "H", "C", "C", "N", "C", "C", "C", "C", "C", "O", "C", "H", "H", "H", "H", "H", "H", "H", "H", "H", "H", "H", "H", "H", "H", "H", "H", "H", "H", "H", "H", "C", "C", "N", "C", "C", "C", "C", "C", "O", "C", "H", "H", "H", "H", "H", "H", "H", "H", "H", "H", "H", "H", "H", "H", "H", "H", "H", "H", "H", "H", "C", "C", "N", "C", "C", "C", "C", "C", "O", "C", "H", "H", "H", "H", "H", "H", "H", "H", "H", "H", "H", "H", "H", "H", "H", "H", "H", "H", "H", "H", "O", "C", "O", "O", "H", "P", "F", "F", "F", "F", "F", "F"],
  "positions_angstrom": [[-25.277, -2.659, 13.339], [-25.406, -2.884, 11.833], [-24.195, -2.417, 11.009], [-24.499, -2.763, 9.576], [-24.176, -0.896, 11.074], [-23.090, -0.100, 10.324], [-22.916, -3.047, 11.532], [-22.740, -4.520, 11.323], [-23.437, -5.135, 12.393], [-23.354, -6.555, 12.411], [-24.670, -3.461, 13.757], [-26.223, -2.642, 13.874], [-24.776, -1.709, 13.526], [-26.195, -2.267, 11.398], [-25.613, -3.904, 11.521], [-25.164, -2.039, 9.109], [-24.819, -3.798, 9.536], [-23.559, -2.631, 9.037], [-23.937, -0.670, 12.114], [-25.203, -0.593, 10.890], [-22.907, -0.453, 9.310], [-22.157, -0.152, 10.878], [-23.485, 0.913, 10.264], [-22.832, -2.847, 12.598], [-22.204, -2.428, 10.986], [-21.691, -4.822, 11.270], [-23.140, -4.933, 10.389], [-22.407, -6.913, 12.821], [-23.486, -6.946, 11.399], [-24.164, -6.912, 13.041], [-16.599, -3.010, 14.282], [-17.956, -2.399, 13.881], [-18.355, -2.655, 12.432], [-19.529, -1.754, 12.206], [-17.259, -2.085, 11.521], [-17.459, -2.434, 10.063], [-18.637, -4.099, 12.180], [-19.479, -4.858, 13.211], [-20.566, -4.072, 13.670], [-21.211, -4.502, 14.855], [-15.771, -2.582, 13.720], [-16.636, -4.083, 14.098], [-16.323, -2.847, 15.322], [-18.023, -1.325, 14.040], [-18.739, -2.815, 14.513], [-19.332, -0.704, 12.369], [-20.328, -2.078, 12.881], [-20.066, -2.006, 11.290], [-16.384, -2.623, 11.884], [-17.056, -1.043, 11.764], [-17.247, -3.498, 9.981], [-16.797, -1.880, 9.399], [-18.471, -2.176, 9.742], [-17.658, -4.572, 12.098], [-19.066, -4.131, 11.177], [-18.830, -5.062, 14.069], [-19.836, -5.810, 12.817], [-20.666, -4.264, 15.775], [-21.287, -5.594, 14.843], [-22.193, -4.039, 14.883], [-18.502, 3.974, 14.246], [-18.123, 4.500, 12.861], [-18.982, 3.919, 11.767], [-18.958, 2.404, 11.869], [-20.449, 4.362, 11.876], [-21.357, 3.733, 10.871], [-18.446, 4.187, 10.364], [-18.435, 5.696, 10.055], [-17.439, 6.259, 10.889], [-17.331, 7.677, 10.843], [-18.409, 2.885, 14.285], [-19.462, 4.217, 14.698], [-17.747, 4.277, 14.974], [-17.071, 4.333, 12.655], [-18.318, 5.568, 12.921], [-19.275, 1.986, 10.912], [-19.658, 2.104, 12.643], [-17.951, 2.054, 12.081], [-20.397, 5.447, 11.881], [-20.713, 3.990, 12.865], [-21.329, 2.641, 10.849], [-21.150, 3.932, 9.816], [-22.383, 4.059, 11.041], [-19.024, 3.640, 9.620], [-17.437, 3.782, 10.298], [-19.479, 6.017, 10.097], [-18.047, 5.915, 9.058], [-18.303, 8.066, 11.165], [-17.054, 8.056, 9.858], [-16.612, 8.027, 11.580], [-24.240, 4.385, 5.968], [-23.990, 3.150, 6.822], [-24.131, 1.848, 6.077], [-25.582, 1.629, 5.746], [-23.238, 1.834, 4.862], [-21.796, 2.210, 5.177], [-23.690, 0.719, 7.023], [-23.722, -0.718, 6.535], [-25.060, -1.149, 6.453], [-25.170, -2.437, 5.874], [-25.266, 4.380, 5.608], [-23.467, 4.504, 5.211], [-24.133, 5.290, 6.568], [-24.762, 3.145, 7.598], [-23.078, 3.230, 7.414], [-26.151, 1.511, 6.664], [-25.645, 0.687, 5.212], [-26.001, 2.428, 5.141], [-23.553, 2.540, 4.095], [-23.317, 0.841, 4.426], [-21.724, 3.218, 5.586], [-21.280, 2.347, 4.222], [-21.266, 1.441, 5.732], [-24.431, 0.894, 7.807], [-22.718, 1.047, 7.397], [-23.140, -1.334, 7.233], [-23.198, -0.912, 5.592], [-24.821, -3.239, 6.529], [-24.651, -2.542, 4.916], [-26.211, -2.638, 5.622], [-16.776, 1.363, 8.403], [-15.983, 1.157, 7.127], [-16.814, 0.855, 5.917], [-17.806, 1.984, 5.738], [-15.852, 0.704, 4.741], [-16.507, 0.512, 3.403], [-17.648, -0.443, 6.022], [-16.904, -1.770, 5.776], [-15.924, -1.843, 6.769], [-14.991, -2.900, 6.554], [-16.077, 1.768, 9.142], [-17.174, 0.462, 8.873], [-17.589, 2.087, 8.385], [-15.153, 0.460, 7.209], [-15.467, 2.082, 6.854], [-18.215, 1.943, 4.732], [-17.223, 2.885, 5.913], [-18.634, 1.891, 6.441], [-15.305, -0.190, 5.029], [-15.209, 1.583, 4.725], [-17.439, -0.045, 3.490], [-15.831, 0.155, 2.628], [-16.759, 1.491, 2.979], [-18.549, -0.259, 5.445], [-17.965, -0.427, 7.065], [-16.620, -1.734, 4.718], [-17.646, -2.574, 5.841], [-15.441, -3.823, 6.184], [-14.586, -3.107, 7.546], [-14.132, -2.678, 5.916], [-20.503, -0.471, 7.248], [-20.302, 0.369, 8.290], [-19.938, -0.160, 9.384], [-20.544, 1.599, 8.147], [-20.409, -1.290, 7.794], [-21.192, -4.377, 7.675], [-21.579, -3.734, 6.246], [-22.775, -4.732, 7.850], [-20.983, -5.802, 6.917], [-20.898, -5.113, 9.085], [-19.610, -4.093, 7.457], [-21.413, -2.966, 8.431]],
  "charge": 3,
  "e_lumo_ev": -5.8,
  "max_force_ha_per_bohr": 0.0795,
  "homo_lumo_gap_ev": 9.26,
  "e_above_lowest_kj_mol": 126.5
}

***

# 2
{
  "formula": "C41H108Li2N12O18",
  "method": "ωB97M-V/def2-TZVPD",
  "elements": ["Li", "Li", "O", "C", "C", "O", "H", "H", "H", "H", "C", "O", "N", "N", "H", "H", "H", "H", "C", "O", "N", "N", "H", "H", "H", "H", "C", "O", "N", "N", "H", "H", "H", "H", "C", "O", "C", "C", "N", "C", "C", "O", "C", "H", "H", "H", "H", "H", "H", "H", "H", "H", "H", "H", "H", "H", "H", "H", "C", "O", "C", "C", "N", "C", "C", "O", "C", "H", "H", "H", "H", "H", "H", "H", "H", "H", "H", "H", "H", "H", "H", "H", "C", "O", "C", "C", "N", "C", "C", "O", "C", "H", "H", "H", "H", "H", "H", "H", "H", "H", "H", "H", "H", "H", "H", "H", "C", "O", "C", "C", "N", "C", "C", "O", "C", "H", "H", "H", "H", "H", "H", "H", "H", "H", "H", "H", "H", "H", "H", "H", "C", "O", "C", "C", "N", "C", "C", "O", "C", "H", "H", "H", "H", "H", "H", "H", "H", "H", "H", "H", "H", "H", "H", "H", "C", "O", "C", "C", "N", "C", "C", "O", "C", "H", "H", "H", "H", "H", "H", "H", "H", "H", "H", "H", "H", "H", "H", "H", "O", "H", "H"],
  "positions_angstrom": [[-2.495, 2.257, -2.754], [0.487, 2.905, -1.444], [1.093, 2.245, 0.546], [0.499, 0.947, 0.542], [-0.723, 0.705, -0.477], [-1.206, 1.657, -1.406], [0.048, 0.608, 1.475], [1.304, 0.253, 0.300], [-1.579, 0.423, 0.137], [-0.491, -0.225, -0.995], [2.539, 3.371, 3.861], [2.949, 3.682, 4.950], [3.147, 3.485, 2.711], [1.389, 2.874, 3.560], [2.696, 3.132, 1.879], [4.045, 3.948, 2.727], [0.796, 2.850, 4.377], [1.183, 2.654, 2.595], [-4.819, -0.647, 1.596], [-4.961, 0.563, 1.452], [-5.446, -1.406, 2.411], [-4.012, -1.345, 0.871], [-5.442, -2.410, 2.298], [-5.946, -0.894, 3.124], [-3.353, -0.890, 0.255], [-4.126, -2.347, 0.812], [-1.763, 4.978, 0.711], [-2.307, 6.110, 0.680], [-2.420, 3.893, 0.511], [-0.495, 4.755, 0.968], [-3.425, 3.923, 0.413], [-1.947, 3.018, 0.334], [-0.019, 3.873, 0.838], [0.045, 5.589, 1.149], [4.553, -1.942, -1.799], [5.254, -1.849, -3.015], [5.165, -0.623, -3.704], [5.995, 0.479, -2.990], [5.140, 1.428, -2.291], [4.648, 2.532, -3.133], [3.426, 3.165, -2.425], [2.352, 2.278, -2.236], [1.876, 1.752, -3.457], [4.213, -2.925, -1.476], [3.680, -1.290, -1.766], [5.166, -1.503, -1.012], [4.133, -0.346, -3.921], [5.699, -0.840, -4.629], [6.627, 1.067, -3.655], [6.763, 0.111, -2.309], [5.692, 1.889, -1.582], [4.371, 2.155, -4.117], [5.490, 3.220, -3.205], [3.066, 3.996, -3.030], [3.767, 3.512, -1.449], [1.538, 2.574, -4.088], [0.922, 1.225, -3.423], [2.589, 1.137, -4.005], [0.734, -3.521, 1.226], [-0.627, -4.065, 1.316], [-1.417, -3.213, 2.181], [-2.753, -3.875, 2.594], [-3.797, -4.039, 1.612], [-4.764, -4.942, 2.176], [-5.829, -5.417, 1.217], [-5.129, -5.681, 0.020], [-5.840, -6.279, -0.989], [0.930, -2.453, 1.134], [1.184, -3.970, 0.341], [1.445, -3.833, 1.991], [-1.659, -2.212, 1.822], [-0.890, -2.982, 3.106], [-3.194, -3.412, 3.477], [-2.505, -4.917, 2.795], [-3.422, -4.502, 0.796], [-5.275, -4.478, 3.020], [-4.252, -5.867, 2.440], [-6.432, -4.535, 1.001], [-6.420, -6.263, 1.570], [-6.044, -7.323, -0.754], [-5.298, -6.284, -1.935], [-6.793, -5.786, -1.185], [9.817, -1.508, 3.059], [8.861, -0.610, 2.547], [7.495, -0.813, 2.948], [6.536, 0.190, 2.269], [5.096, -0.148, 2.292], [4.463, 0.296, 3.604], [3.005, 0.050, 3.816], [2.840, -1.330, 3.955], [1.509, -1.709, 4.198], [9.689, -1.728, 4.119], [10.806, -1.057, 2.979], [9.858, -2.498, 2.607], [7.371, -0.703, 4.025], [7.158, -1.834, 2.767], [6.788, 0.233, 1.209], [6.774, 1.192, 2.625], [4.614, 0.272, 1.510], [4.574, 1.379, 3.661], [4.960, -0.110, 4.485], [2.410, 0.584, 3.075], [2.691, 0.521, 4.747], [1.354, -2.757, 4.454], [0.875, -1.303, 3.410], [1.158, -1.271, 5.133], [-4.579, 4.411, -2.071], [-4.296, 3.105, -2.449], [-5.342, 2.156, -2.403], [-4.780, 0.791, -2.685], [-3.813, 0.770, -3.716], [-3.213, -0.588, -3.897], [-2.408, -0.543, -5.153], [-3.295, -0.079, -6.243], [-2.681, -0.400, -7.530], [-3.770, 5.130, -1.944], [-5.070, 4.413, -1.098], [-5.243, 4.814, -2.836], [-6.043, 2.463, -3.179], [-5.985, 2.291, -1.533], [-5.622, 0.121, -2.860], [-4.316, 0.466, -1.754], [-4.383, 0.940, -4.532], [-3.902, -1.433, -3.898], [-2.504, -0.852, -3.112], [-1.928, -1.493, -5.387], [-1.648, 0.238, -5.159], [-1.670, -0.012, -7.649], [-3.239, -0.042, -8.396], [-2.672, -1.486, -7.626], [-2.862, -0.360, 5.068], [-2.796, 1.065, 5.125], [-1.947, 1.568, 4.160], [-1.963, 3.117, 4.275], [-1.113, 3.544, 5.409], [-1.290, 5.000, 5.759], [-0.972, 6.021, 4.574], [-1.118, 7.371, 5.038], [-0.061, 7.804, 5.881], [-1.903, -0.876, 5.024], [-3.440, -0.749, 4.230], [-3.348, -0.637, 6.003], [-2.484, 1.358, 3.235], [-0.996, 1.036, 4.145], [-2.950, 3.573, 4.350], [-1.647, 3.570, 3.335], [-1.320, 3.037, 6.258], [-0.537, 5.117, 6.538], [-2.319, 5.123, 6.099], [-1.801, 5.795, 3.903], [-0.032, 5.864, 4.047], [-0.409, 8.731, 6.337], [0.838, 8.059, 5.320], [0.198, 7.247, 6.782], [0.044, -3.154, -8.290], [0.115, -3.088, -6.852], [1.326, -3.669, -6.397], [1.672, -3.088, -5.031], [0.608, -3.440, -4.049], [0.600, -2.919, -2.719], [-0.623, -3.457, -1.899], [-1.864, -3.352, -2.642], [-2.968, -4.051, -2.019], [0.969, -2.700, -8.645], [-0.807, -2.583, -8.660], [-0.171, -4.136, -8.710], [2.147, -3.598, -7.111], [1.127, -4.735, -6.287], [1.530, -2.010, -5.094], [2.641, -3.362, -4.613], [-0.303, -3.150, -4.376], [0.556, -1.832, -2.785], [1.552, -3.022, -2.199], [-0.630, -2.877, -0.976], [-0.390, -4.433, -1.473], [-3.253, -3.632, -1.054], [-2.556, -5.045, -1.849], [-3.825, -4.070, -2.691], [3.955, 1.073, 0.238], [4.131, 1.134, -0.701], [3.066, 1.413, 0.339]],
  "charge": -1,
  "e_lumo_ev": [1.6, 1.7],
  "spin_multiplicity": 2,
  "max_force_ha_per_bohr": 0.1131,
  "homo_lumo_gap_ev": [1.93, 7.46],
  "s_squared": 0.751
}

***

Taking the records one at a time from the top gives calculated total energy values of -93559.5806; -99407.8828 eV.